The following is a DFT calculation (ωB97M-V/def2-TZVPD) of a 7-piece molecular cluster, C35H53N8O overall.

Each line ends with the Mulliken charge.
Cartesian coordinates (Å):
C1 -1.7564 5.0732 3.3805  -0.557
C2 -1.0073 3.7606 3.1825  -1.324
N1 -1.4593 2.7066 4.1112  0.802
C3 -2.0661 1.5521 3.4188  -1.525
C4 -3.4658 1.8638 2.8991  -0.697
C5 -4.5590 1.8238 3.9740  0.804
C6 -5.9666 1.7444 3.3836  -1.349
C7 -6.2595 2.9573 2.4926  -0.714
C8 -5.6642 4.2672 3.0195  -0.601
N2 -5.3065 4.2006 4.4877  0.024
C9 -4.5187 2.9825 4.9679  -1.420
C10 -0.4980 2.3268 5.0921  0.586
C11 -1.0544 1.6308 6.3093  -1.294
O1 0.6724 2.6074 4.9857  -0.668
H1 -1.7591 5.6692 2.4681  0.493
H2 -1.3225 5.6767 4.1777  0.405
H3 -2.7979 4.8655 3.6495  -0.397
H4 0.0622 3.8989 3.3272  0.567
H5 -1.1365 3.4089 2.1568  0.467
H6 -2.1107 0.7099 4.1087  0.567
H7 -1.4211 1.2437 2.5887  0.374
H8 -3.4301 2.8399 2.4067  0.166
H9 -3.7241 1.1430 2.1196  0.459
H10 -4.3817 0.9364 4.5878  0.655
H11 -6.6975 1.6635 4.1938  0.378
H12 -6.0642 0.8417 2.7817  0.421
H13 -7.3306 3.0697 2.3345  0.380
H14 -5.8188 2.7827 1.5116  0.349
H15 -6.3620 5.0963 2.9239  0.575
H16 -4.7497 4.5474 2.5024  0.261
H17 -4.7650 5.0360 4.7120  0.378
H18 -6.1652 4.2723 5.0320  0.447
H19 -4.9900 2.6887 5.9037  0.411
H20 -3.5009 3.3087 5.1682  0.494
H21 -0.2428 1.2754 6.9361  0.386
H22 -1.6993 0.7945 6.0457  0.339
H23 -1.6540 2.3478 6.8723  0.309
N3 1.9891 0.1701 3.8830  0.085
C12 2.5107 -0.1373 2.6591  -0.732
C13 2.3714 -1.4897 2.4691  -0.362
C14 1.7468 -2.0184 3.6305  -0.749
C15 1.5272 -0.9676 4.4834  -0.377
H24 1.9573 1.0896 4.2908  0.261
H25 2.9431 0.6252 2.0326  0.446
H26 2.7015 -2.0450 1.6066  0.623
H27 1.4990 -3.0493 3.8202  0.427
H28 1.0944 -0.9395 5.4696  0.407
N4 1.7636 -1.2668 -0.8820  0.078
C16 1.0839 -2.3570 -1.3526  -0.716
C17 1.5916 -2.6674 -2.5879  -0.340
C18 2.6166 -1.7253 -2.8714  -0.756
C19 2.7020 -0.8781 -1.7984  -0.448
H29 1.6001 -0.8282 0.0076  0.215
H30 0.2954 -2.8086 -0.7740  0.434
H31 1.2599 -3.4708 -3.2258  0.640
H32 3.2175 -1.6796 -3.7648  0.497
H33 3.3476 -0.0366 -1.6138  0.412
N5 4.7631 -3.9813 -4.3431  0.103
C20 3.8935 -4.3955 -5.3136  -0.349
C21 4.5408 -4.3086 -6.5185  -0.816
C22 5.8529 -3.8219 -6.2613  -0.541
C23 5.9572 -3.6300 -4.9085  -0.642
H34 4.5476 -3.9278 -3.3635  0.261
H35 2.8938 -4.7149 -5.0703  0.437
H36 4.1207 -4.5553 -7.4798  0.607
H37 6.6236 -3.6295 -6.9894  0.505
H38 6.7749 -3.2720 -4.3070  0.425
N6 6.1191 -6.3611 -8.6241  -0.028
C24 5.2627 -6.7986 -9.5952  -0.474
C25 5.9241 -6.7466 -10.7942  -0.446
C26 7.2330 -6.2579 -10.5331  -0.456
C27 7.3205 -6.0300 -9.1847  -0.472
H39 5.8955 -6.2791 -7.6475  0.307
H40 4.2605 -7.1101 -9.3545  0.382
H41 5.5167 -7.0278 -11.7508  0.404
H42 8.0183 -6.0939 -11.2519  0.405
H43 8.1335 -5.6636 -8.5814  0.392
N7 -3.9484 8.9814 1.3939  -0.004
C28 -3.1587 10.0361 1.0263  -0.470
C29 -2.0340 10.0146 1.8056  -0.553
C30 -2.1468 8.9026 2.6821  -0.297
C31 -3.3368 8.2856 2.4027  -0.270
H44 -4.8369 8.7628 0.9833  0.185
H45 -3.4610 10.7110 0.2444  0.390
H46 -1.2213 10.7189 1.7569  0.399
H47 -1.4367 8.5987 3.4333  0.390
H48 -3.7990 7.4170 2.8420  0.237
N8 0.2402 -6.1125 -1.8268  0.015
C32 1.1450 -6.4219 -2.8042  -0.565
C33 0.6015 -7.4036 -3.5880  -0.524
C34 -0.6854 -7.6990 -3.0599  -0.431
C35 -0.8782 -6.8875 -1.9740  -0.525
H49 0.3863 -5.4259 -1.1100  0.228
H50 2.0970 -5.9211 -2.8542  0.623
H51 1.0715 -7.8602 -4.4428  0.411
H52 -1.3865 -8.4257 -3.4345  0.394
H53 -1.7114 -6.7993 -1.2983  0.370

Calculated values
HOMO-LUMO gap	5.4	eV
F_max	0.5	eV Å⁻¹
total charge	+1
E_tot	-51115.5334	eV
E_LUMO	-3.36	eV